Computed, not measured: C33H36N5O4Si2Ti as an isolated structure, with wB97M-V/def2-TZVPD.

Structure (XYZ):
```
81
Properties=species:S:1:pos:R:3:forces:R:3
Ti -0.32662 -0.52334 -0.84240 -0.70 -0.79 1.17
C -1.24882 -1.81535 2.57787 0.07 -0.22 0.11
Si -0.71241 -0.20636 1.74276 -0.19 0.28 -0.14
C 0.62080 0.40144 2.98223 0.26 0.07 0.12
C -2.19133 0.96099 2.08115 -0.12 0.14 0.13
C -2.69197 1.13043 3.38132 0.00 0.02 -0.09
C -3.80594 1.91448 3.63902 0.00 0.01 -0.02
C -4.45022 2.56499 2.59018 0.09 -0.05 -0.01
C -3.96476 2.41867 1.30001 0.08 -0.07 0.04
C -2.84535 1.61596 1.02364 -0.17 0.11 0.16
Si -2.21427 1.47727 -0.76704 -0.19 -0.51 0.26
C -3.57342 1.01702 -1.99451 -0.13 0.05 -0.16
C -1.99994 3.29188 -1.20923 0.07 0.34 -0.07
H -1.39784 -1.66898 3.65445 -0.01 -0.03 -0.03
H -0.48693 -2.59038 2.43972 -0.04 0.03 0.01
H -2.17964 -2.19522 2.15094 0.03 0.02 -0.02
H 0.16866 0.59187 3.96060 0.05 0.00 0.01
H 1.12818 1.32549 2.67478 -0.05 -0.01 0.05
H 1.38010 -0.38237 3.12695 -0.07 0.05 -0.01
H -2.20728 0.62557 4.21375 -0.01 0.01 -0.04
H -4.17657 2.01771 4.65314 0.00 0.00 -0.01
H -5.32276 3.18014 2.78069 0.01 -0.01 0.00
H -4.47044 2.93741 0.48993 0.01 -0.03 0.00
H -4.54332 1.38414 -1.63531 0.04 -0.02 -0.06
H -3.65483 -0.04353 -2.21066 -0.01 -0.01 0.02
H -3.34501 1.53089 -2.93392 -0.04 0.01 0.02
H -3.00133 3.71792 -1.33330 0.06 0.04 0.02
H -1.46005 3.43159 -2.15001 -0.06 0.03 -0.01
H -1.48355 3.85256 -0.42812 -0.05 0.04 -0.03
C -4.42360 -2.27769 -0.51120 0.18 0.45 0.23
C -4.23956 -3.39736 -1.36678 0.09 -0.46 -0.34
C -2.98575 -3.70478 -1.78515 -0.44 0.02 -0.02
C -1.88204 -2.90893 -1.37331 0.93 -0.74 0.21
N -2.09704 -1.68880 -0.73563 0.59 0.56 -0.07
C -3.35587 -1.47151 -0.26189 -0.33 -0.13 -0.02
C -0.55680 -3.36137 -1.36032 -1.36 -0.15 0.10
C -0.11957 -4.60384 -1.89217 0.39 -0.21 0.06
C 1.11277 -5.08343 -1.58274 -0.31 -0.28 -0.31
C 1.95075 -4.32949 -0.70765 0.11 0.34 0.24
C 1.52394 -3.10377 -0.30655 0.15 -0.25 0.00
N 0.32729 -2.55436 -0.65401 0.06 1.15 -0.59
H -5.38989 -2.02595 -0.09623 0.00 0.00 0.00
H -5.07956 -4.01814 -1.65665 0.01 0.02 0.01
H -2.81064 -4.58489 -2.38944 0.00 0.01 0.01
H -3.48689 -0.57890 0.33291 -0.02 -0.04 0.05
H -0.78512 -5.17032 -2.52938 0.01 0.00 0.01
H 1.44315 -6.03709 -1.97594 0.01 0.01 0.00
H 2.91535 -4.69466 -0.38233 -0.01 -0.02 -0.01
H 2.15588 -2.49438 0.32766 0.03 -0.02 0.04
O -0.00164 0.67912 -4.64799 0.16 0.21 0.13
C -0.06291 0.65614 -3.43132 -0.75 -1.47 0.24
O -0.65257 -0.31851 -2.72366 0.62 1.17 -1.44
C 0.51416 1.68312 -2.55569 0.16 0.74 1.20
C 1.22706 2.78043 -3.04785 -0.23 -0.35 -0.16
C 1.74283 3.71250 -2.18905 -0.02 0.08 0.80
C 1.49475 3.54009 -0.79960 0.17 0.28 -0.72
C 0.76925 2.47067 -0.36684 -0.27 -0.28 -0.16
N 0.26661 1.51841 -1.20285 0.46 0.21 -0.77
H 1.35702 2.83774 -4.12106 0.00 0.01 0.01
H 2.31210 4.55745 -2.55262 0.01 -0.01 0.03
H 1.86370 4.24699 -0.06790 0.03 0.02 -0.04
H 0.54615 2.33055 0.68457 -0.01 -0.05 -0.02
O 5.82818 0.25509 3.88985 -0.09 0.03 -0.11
C 4.98234 1.29870 3.46516 -0.01 -0.03 0.09
N 4.18367 0.96712 2.30531 -0.07 -0.33 0.13
C 4.82777 0.63931 1.15693 -0.03 0.25 -0.39
O 6.03986 0.77057 1.05063 0.09 -0.08 0.05
C 3.99997 0.18410 -0.01150 0.31 0.00 0.31
C 4.63007 -0.11406 -1.21174 0.13 0.01 -0.03
C 3.86490 -0.52598 -2.28280 -0.05 -0.04 -0.17
C 2.49142 -0.65086 -2.12479 0.19 -0.16 0.22
N 1.88772 -0.36023 -0.97261 0.64 -0.14 -0.08
C 2.63054 0.05929 0.05287 -0.45 0.04 -0.12
H 6.43394 0.09604 3.15316 0.04 0.02 0.03
H 5.56023 2.19384 3.23781 0.05 0.05 -0.05
H 4.29550 1.50684 4.28064 0.01 0.03 0.05
H 3.26579 0.58530 2.47889 -0.03 0.08 -0.03
H 5.70557 -0.01162 -1.27785 -0.02 0.00 0.00
H 4.31225 -0.75975 -3.23900 0.01 0.00 0.02
H 1.85826 -1.02762 -2.91808 -0.01 0.00 -0.03
H 2.06559 0.32596 0.93719 -0.04 -0.07 -0.01
```
Forces are in eV/Å.

ΔE to the lowest compared entry with this formula, charge and spin ... 19.47 kcal per mole
HOMO-LUMO gap (alpha / beta) ... 3.70 / 3.66 eV
Multiplicity ... 1
Charge ... -1
LUMO level (alpha / beta) ... 1.792 / 1.781 eV